Computed, not measured: a cluster of 2 separate species, F2H2N2O2S in total at a distorted geometry, with ωB97M-V/def2-TZVPD.

Element x y z (Å)
1 N -1.94 -0.05 0.61
2 N 0.88 0.08 -1.38
3 O 1.84 -0.76 0.89
4 O 1.56 1.69 0.47
5 F -1.98 -1.34 1.01
6 F 0.42 -1.18 -1.64
7 S 1.08 0.34 0.37
8 H -2.06 0.49 1.47
9 H 0.19 0.72 -1.78

LUMO energy (alpha / beta) ... -0.044 / -0.091 Ha
E_tot ... -23370.3299 eV
Energy relative to the best compared isomer or geometry (same formula, charge and spin) ... 2.8702 eV
HOMO energy (alpha / beta) ... -10.0662 / -11.2779 eV
Gap between HOMO and LUMO (alpha / beta) ... 8.86 / 8.80 eV
Spin multiplicity ... 1
Largest force on an atom ... 1.04 eV/A

Here are the Mulliken charges for atoms 1 to 4, given in e: -0.15 -0.10 -0.44 -0.48